Entry 1:
Here is a 11-piece molecular cluster, C41H75FO33 overall from the OMol25 dataset. Energies are from ωB97M-V with the def2-TZVPD basis set.

```
150
Properties=species:S:1:pos:R:3:forces:R:3
F -16.143 6.582 9.394 0.80 -0.91 1.21
O -22.455 -6.894 -0.990 -1.55 4.80 -0.64
O -24.017 3.001 10.464 -0.92 1.71 -0.88
O -28.863 -3.669 3.320 -0.59 0.97 -0.36
O -24.100 -5.340 -0.716 -0.61 -1.02 1.28
O -15.094 7.854 7.857 -0.23 0.57 1.43
O -26.559 -3.932 14.614 0.45 -0.20 0.80
O -22.767 -2.757 5.354 0.87 1.46 -0.95
O -15.065 1.630 6.908 1.30 0.26 -2.04
O -23.944 -10.587 9.841 -3.36 0.25 -0.02
O -21.339 -2.304 3.571 -1.02 0.06 0.66
O -24.510 3.700 8.427 -1.09 -0.95 -0.38
O -21.914 -0.684 5.097 -1.15 -2.36 0.69
O -25.646 -11.606 8.894 -1.86 -2.62 -1.76
O -14.970 -11.841 0.516 -2.41 1.51 -1.15
O -24.931 8.285 -2.497 1.57 -1.01 -0.38
O -24.379 5.258 10.078 -0.84 -2.41 -0.75
O -16.339 -10.959 -1.137 -0.47 -0.19 1.87
O -28.175 -3.308 15.734 -2.82 0.07 1.27
O -26.627 -1.716 15.192 -1.42 -3.24 -0.23
O -26.430 9.905 -2.230 1.51 -0.48 -2.08
O -15.020 -0.397 5.902 0.53 2.97 -0.62
O -15.985 -6.748 11.813 -0.47 -0.79 0.59
O -22.377 -4.794 -1.908 2.05 -0.41 -0.58
O -28.491 -5.720 3.310 -0.01 -0.94 -0.47
O -17.142 -11.247 0.896 0.18 -0.10 -0.86
O -18.049 -7.136 10.904 0.63 0.52 0.09
O -26.103 -10.384 10.670 1.10 0.44 -0.80
O -14.046 7.038 6.027 -1.79 -0.24 1.57
O -17.459 -8.371 12.448 -1.11 -0.98 0.05
O -30.030 -4.897 4.850 2.48 -0.21 -2.88
O -25.216 9.609 -4.202 1.60 -2.41 0.83
O -16.230 6.505 6.586 2.63 -1.47 -3.11
O -14.154 1.467 4.911 0.04 2.00 0.26
C -29.152 -2.427 16.343 -0.51 -0.18 -0.12
C -24.657 4.654 7.345 -0.57 1.04 0.39
C -24.331 -4.012 -1.035 0.31 1.60 -0.38
C -23.633 -4.869 6.097 0.14 -0.34 0.47
C -27.095 -2.889 15.167 1.92 4.45 0.40
C -22.907 -5.727 -1.165 1.04 -6.32 0.66
C -25.328 -3.758 13.915 -0.72 -1.33 -0.25
C -15.091 1.069 2.698 -0.72 1.17 0.88
C -24.513 6.407 -1.063 0.97 -1.57 -1.56
C -16.314 7.532 8.468 -1.11 1.71 1.94
C -24.417 4.088 9.677 2.68 1.77 2.04
C -17.984 -6.024 9.981 0.71 -0.49 0.06
C -25.158 -10.802 9.761 5.03 1.27 2.74
C -21.149 0.324 4.485 0.34 -0.14 -1.48
C -27.320 -10.773 10.111 -2.66 -0.63 1.37
C -21.979 -1.973 4.539 0.73 0.81 0.91
C -29.273 -2.463 3.949 0.56 1.28 1.35
C -25.216 7.701 -1.194 -0.88 1.12 0.22
C -14.991 7.098 6.775 0.28 -0.48 -2.72
C -23.017 -3.602 -1.665 -0.77 2.33 -1.10
C -26.055 5.284 7.129 -0.42 -0.46 0.65
C -23.772 3.280 11.865 0.04 -0.12 -0.10
C -26.984 -11.985 9.317 -0.63 0.23 -1.77
C -14.764 0.827 5.867 -1.43 -4.01 1.82
C -13.970 0.827 3.674 0.58 -2.74 -0.77
C -28.610 -7.072 3.736 -0.25 -0.65 0.74
C -18.601 -11.203 2.739 0.16 0.09 -0.30
C -23.174 -4.075 4.913 0.26 0.06 -0.38
C -25.797 -3.719 12.517 0.83 0.64 -2.51
C -17.135 -11.466 2.326 -1.53 1.07 0.16
C -16.023 1.231 7.836 -0.83 0.13 1.39
C -17.016 -7.381 11.777 -0.49 2.79 -3.13
C -16.766 -8.864 13.503 1.65 -1.52 2.22
C -25.586 9.332 -2.936 -2.47 1.37 1.70
C -17.223 -6.396 8.700 -0.02 0.25 0.20
C -16.047 -11.352 0.131 2.07 -1.89 0.84
C -17.171 7.005 7.425 -1.78 0.06 -0.99
C -15.366 -11.152 -2.138 0.44 0.52 -0.68
C -25.800 10.567 -5.000 -1.44 2.39 1.09
C -27.985 -1.745 4.313 0.58 0.63 -0.53
C -29.214 -4.785 3.898 -2.26 -0.82 3.10
H -16.804 8.379 8.946 0.79 0.38 0.18
H -23.493 2.305 12.264 -0.45 0.09 0.13
H -26.498 5.700 8.035 0.34 -0.18 0.33
H -26.216 10.240 -5.953 0.19 -0.58 0.31
H -16.382 0.202 7.833 0.38 -0.01 -0.67
H -24.383 4.080 6.461 0.25 0.19 0.19
H -29.918 -1.839 3.330 0.21 -0.41 -0.53
H -28.022 -11.079 10.887 0.21 0.13 0.47
H -17.153 -5.507 8.073 -0.30 -0.05 -0.25
H -16.043 0.806 3.159 -0.03 -0.23 0.09
H -19.035 -5.747 9.895 0.10 -0.12 -0.60
H -23.259 -3.123 -2.614 0.39 0.04 -0.15
H -24.630 3.742 12.353 -0.19 -0.41 -0.11
H -24.718 -2.922 14.256 -0.21 -0.20 0.11
H -29.808 -2.586 4.890 -0.24 -0.76 -0.31
H -20.078 0.123 4.478 0.00 -0.23 0.20
H -15.121 2.156 2.622 -0.23 0.10 -0.74
H -18.723 -11.382 3.807 0.04 0.17 0.03
H -30.131 -2.894 16.231 0.23 -0.51 -0.18
H -12.997 1.080 3.253 -0.08 0.49 0.31
H -22.938 3.942 12.098 0.17 0.17 -0.78
H -27.623 -12.147 8.449 0.23 0.61 -0.37
H -28.124 -0.666 4.377 -0.14 0.02 0.13
H -24.666 5.807 -1.959 -0.47 -0.15 -0.12
H -28.352 -7.137 4.793 0.05 -0.04 -0.01
H -25.133 11.413 -5.166 0.46 -0.31 -0.21
H -23.971 5.465 7.591 0.23 -0.08 -0.39
H -21.468 0.388 3.445 0.14 0.22 -0.15
H -24.766 5.749 -0.232 -0.25 0.58 0.23
H -26.304 7.639 -1.159 0.06 -0.18 0.33
H -29.299 -1.460 15.861 0.87 0.02 -0.02
H -21.318 1.295 4.952 -0.30 -0.40 0.35
H -22.864 -5.080 6.840 0.17 0.51 0.02
H -22.411 -2.887 -1.109 0.14 -0.36 0.34
H -27.503 -2.072 5.234 -0.35 -0.22 0.09
H -16.166 -8.143 14.059 -0.52 0.47 0.06
H -24.031 -3.967 4.248 0.13 0.18 -0.26
H -23.894 -5.872 5.759 -0.46 0.10 -0.19
H -17.506 -9.376 14.118 0.22 0.20 0.27
H -15.152 -12.202 -2.340 -0.04 0.03 0.22
H -16.860 1.917 7.705 -0.19 -0.14 0.13
H -23.428 6.503 -1.112 0.10 0.42 0.49
H -16.180 -6.635 8.909 -0.03 -0.04 0.43
H -25.092 -3.905 -1.808 -0.46 -0.25 0.47
H -26.514 -4.509 12.295 0.03 0.04 0.24
H -17.611 -7.246 8.138 -0.37 0.19 0.08
H -27.880 -9.986 9.607 0.67 0.25 -0.54
H -13.923 -0.235 3.916 0.13 -0.16 -0.21
H -29.602 -7.509 3.618 -0.26 0.52 -0.07
H -26.558 11.000 -4.347 -0.70 0.23 -0.56
H -15.065 0.566 1.732 0.56 0.12 0.16
H -19.332 -11.822 2.220 0.34 -0.41 -0.08
H -24.479 -4.369 6.568 -0.02 -0.24 0.10
H -18.909 -10.191 2.474 0.23 0.15 0.28
H -29.015 -2.341 17.421 0.55 0.18 -0.18
H -15.598 1.400 8.825 -0.01 0.08 0.01
H -14.450 -10.594 -1.943 0.09 -0.25 0.35
H -24.863 8.330 -0.377 -0.23 0.60 -0.30
H -26.074 6.139 6.454 0.62 -0.18 -0.27
H -27.136 -12.948 9.805 1.25 0.08 0.68
H -22.374 -4.592 4.384 0.14 0.30 -0.04
H -17.885 6.213 7.651 0.29 0.02 0.72
H -16.015 -9.605 13.229 -0.10 -0.24 -0.49
H -27.248 -1.906 3.526 0.00 0.06 -0.15
H -17.476 -5.158 10.403 0.10 -0.17 0.42
H -24.499 -3.372 -0.169 -0.54 -0.43 0.12
H -24.920 -4.758 14.063 0.90 0.39 0.19
H -26.792 4.575 6.752 0.16 -0.20 -0.07
H -16.884 -12.454 2.713 0.64 -0.04 -0.79
H -26.196 -2.765 12.171 -0.36 0.13 0.51
H -24.966 -3.852 11.825 0.26 -0.27 -0.04
H -17.770 7.784 6.953 0.13 0.34 -0.23
H -16.533 -10.667 2.758 0.35 -0.40 0.15
H -15.799 -10.678 -3.019 -0.08 -0.27 -0.04
H -27.950 -7.718 3.157 0.26 0.59 -0.10
```
Positions in Å, forces in eV/Å.

The multiplicity is 1. Its HOMO energy is -10.4 eV. The gap between HOMO and LUMO is 10.45 eV. The strongest force on any atom is 6.4 eV/A. Its SMILES is O=C1OC[C@@H](F)O1.CCOC(=O)OC.CCOC(=O)OC.CCOC(=O)OC.CCOC(=O)OC.CCOC(=O)OC.CCOC(=O)OC.CCOC(=O)OC.CCOC(=O)OC.O=C1OCCO1.O=C1OCCO1. The charge is 0.

***

Entry 2:
Here is a 8-piece molecular cluster, C56H51Cl16N2O2 overall from the OMol25 dataset. Energies are from ωB97M-V with the def2-TZVPD basis set.

```
127
Properties=species:S:1:pos:R:3:forces:R:3
Cl -5.024 -4.631 6.296 -0.02 -0.01 0.00
Cl 6.596 -2.285 -6.919 0.01 -0.01 -0.01
Cl -4.587 -1.919 4.734 0.23 0.12 0.06
Cl -7.967 -6.375 3.495 0.01 0.01 0.00
Cl 6.097 -2.927 -0.797 -0.06 -0.10 -0.01
Cl 3.754 -1.017 -7.421 -0.15 -0.03 -0.32
Cl 2.421 4.548 2.346 -0.01 0.00 0.00
Cl -10.133 -5.108 5.439 0.00 0.01 0.00
Cl 4.292 11.845 1.910 0.01 -0.01 0.00
Cl 2.946 3.116 -0.427 -0.20 0.27 -0.05
Cl -3.731 1.329 -1.116 -0.17 0.17 0.00
Cl -0.499 1.012 1.757 0.13 0.29 0.41
Cl -5.651 0.127 1.083 -0.01 0.09 -0.06
Cl 1.936 9.754 2.248 -0.02 0.11 0.07
Cl -2.600 -1.287 2.017 0.04 -0.04 -0.02
Cl 4.533 0.631 -0.713 0.28 -0.27 -0.11
O -0.887 -0.601 -4.122 -0.02 0.10 0.02
O 0.429 -4.410 -0.822 0.08 0.33 0.24
N 3.087 -0.030 -3.199 -0.09 -0.08 0.14
N 0.428 0.198 -2.374 -0.68 0.56 -0.67
C -5.135 -1.915 6.373 -0.08 -0.07 -0.02
C 3.488 9.470 2.962 -0.02 -0.05 -0.03
C -6.309 -1.712 -0.773 -0.03 0.00 -0.01
C -5.392 -1.768 -2.994 -0.02 -0.03 0.02
C -0.589 0.211 -1.289 0.38 0.04 0.02
C -8.280 -1.907 3.958 0.03 0.00 -0.01
C 3.946 -2.022 -9.920 -0.01 0.01 -0.04
C 0.071 -0.728 -3.411 0.26 -0.30 0.09
C 4.520 10.387 2.808 0.00 0.03 -0.02
C -0.897 -2.402 3.789 0.00 -0.04 0.00
C -6.047 -1.877 8.990 0.00 0.03 -0.02
C -4.715 -0.051 -1.463 0.11 -0.06 0.04
C 4.298 -1.021 -1.396 -0.25 0.11 0.28
C -5.787 -3.086 8.367 -0.01 0.00 0.03
C -1.136 -1.334 2.936 0.01 -0.06 -0.04
C -4.630 -0.646 -2.713 -0.01 0.00 -0.02
C 0.991 -0.375 3.536 0.03 0.00 0.02
C 2.029 5.331 0.855 -0.01 0.00 0.03
C 4.591 -2.710 -10.934 0.04 -0.02 0.01
C 3.411 -2.126 -4.002 -0.22 -0.18 -0.24
C 0.381 -2.920 -0.571 -1.15 -2.57 0.30
C -7.243 -3.836 2.977 0.01 0.02 -0.02
C 2.338 -2.173 -2.862 0.87 -0.45 -0.76
C 4.647 -1.672 1.110 -0.05 -0.40 0.11
C 4.927 8.057 4.263 0.03 0.02 -0.01
C 5.822 -2.436 -8.461 -0.01 -0.01 0.01
C -9.053 -4.108 4.534 -0.01 -0.01 0.03
C 6.464 -3.122 -9.481 0.01 -0.01 -0.02
C 1.944 5.358 -1.549 -0.01 0.01 -0.02
C -6.231 -2.301 -2.024 0.03 0.01 -0.03
C 5.848 -3.256 -10.714 -0.03 0.01 -0.01
C 2.887 -0.965 -2.045 0.05 0.02 0.10
C 0.491 1.542 -2.997 -0.06 -0.03 -0.01
C 1.158 7.249 -0.296 0.00 -0.02 -0.04
C -8.104 -4.662 3.684 0.02 -0.03 0.01
C 0.283 -2.455 4.513 0.05 0.03 -0.01
C -7.328 -2.461 3.115 -0.13 -0.06 -0.05
C 1.606 -3.689 -0.869 0.22 1.08 -0.61
C 4.568 -1.888 -8.691 0.07 0.00 0.13
C 3.692 8.307 3.689 0.01 -0.02 0.01
C 1.228 -1.444 4.385 -0.03 -0.05 -0.01
C 1.392 6.628 -1.515 -0.01 0.02 0.03
C 1.474 6.602 0.886 -0.01 -0.05 -0.03
C 3.422 -0.661 -4.258 0.12 0.03 0.08
C -9.140 -2.729 4.667 0.02 0.03 0.02
C -5.398 -0.705 6.997 0.00 0.02 0.02
C -5.330 -3.109 7.057 -0.03 0.00 -0.02
C -5.852 -0.686 8.305 -0.01 -0.03 0.02
C 4.551 -2.109 -0.340 0.40 0.06 0.13
C 0.983 -1.934 -3.622 -0.40 -0.05 0.77
C -0.193 -0.319 2.817 -0.10 -0.04 -0.08
C 2.261 4.711 -0.365 -0.02 0.00 0.04
C 2.316 -3.567 -2.222 0.15 -0.01 0.66
C -5.553 -0.584 -0.490 0.00 -0.04 0.04
C 5.960 8.971 4.109 -0.02 -0.03 0.00
C 5.757 10.133 3.385 0.02 -0.02 0.02
H 1.051 2.180 -2.317 -0.08 0.23 0.03
H 1.296 7.078 1.838 0.00 -0.01 0.01
H 1.006 1.509 -3.963 0.00 -0.08 0.08
H -0.776 1.244 -1.008 -0.03 -0.02 -0.03
H 3.339 -3.934 -2.109 -0.03 -0.09 -0.10
H 2.258 -3.820 -0.009 0.00 -0.22 0.05
H 3.815 -2.893 -0.416 -0.09 0.09 -0.11
H 4.400 -2.465 -3.668 0.01 0.13 0.03
H -6.501 -4.283 2.330 0.00 -0.02 0.01
H 6.553 10.853 3.259 -0.02 0.02 -0.01
H 0.731 8.241 -0.262 0.01 0.01 0.01
H 3.000 0.977 -3.102 0.11 -0.01 0.00
H 2.135 4.865 -2.492 0.02 -0.01 0.00
H 1.790 -4.254 -2.885 0.16 0.01 -0.18
H 6.927 8.781 4.555 0.00 0.01 0.00
H -5.938 -4.021 8.888 0.00 -0.01 -0.02
H 0.343 -2.784 -3.371 -0.06 0.05 -0.16
H 0.463 -3.287 5.180 -0.01 0.00 0.00
H -6.055 0.261 8.787 0.00 0.00 0.00
H 2.149 -1.484 4.950 0.00 0.01 0.01
H -5.245 0.215 6.450 0.01 -0.01 -0.02
H -0.203 -0.276 -0.397 -0.05 -0.22 -0.15
H 1.118 -2.005 -4.702 0.06 -0.05 0.02
H 5.561 -1.115 1.300 -0.12 0.20 -0.06
H -6.645 -1.826 2.568 -0.04 -0.03 0.03
H 4.686 -2.571 1.727 -0.01 0.02 -0.01
H 3.179 -2.715 -4.888 -0.10 0.10 0.00
H -9.883 -2.310 5.331 -0.01 -0.02 0.01
H -3.967 -0.225 -3.456 0.01 0.02 0.01
H 1.150 7.132 -2.440 0.00 0.00 0.00
H 7.441 -3.546 -9.300 0.00 0.01 0.02
H 0.094 -2.823 0.470 0.14 0.72 -0.02
H 2.879 7.602 3.804 -0.02 0.02 0.00
H -6.405 -1.868 10.010 0.00 0.00 0.00
H -8.350 -0.833 4.072 -0.01 0.00 0.00
H -0.500 1.958 -3.194 0.02 0.04 0.07
H -0.330 -2.590 -1.314 0.44 0.86 -0.03
H 3.626 -0.162 -5.197 0.15 0.11 0.20
H -6.958 -2.120 -0.010 0.00 0.02 0.01
H 6.354 -3.792 -11.505 0.00 0.00 0.00
H 1.713 0.423 3.430 -0.02 0.03 -0.01
H -6.825 -3.178 -2.239 -0.01 0.00 0.00
H -1.538 -0.226 -1.597 0.04 -0.04 -0.03
H 4.110 -2.817 -11.896 0.00 0.00 0.00
H 2.969 -1.588 -10.077 0.00 0.01 0.02
H -1.639 -3.183 3.879 -0.02 0.02 0.01
H 5.075 -1.079 -2.151 -0.07 -0.16 -0.07
H 3.768 -1.101 1.413 0.05 0.10 -0.05
H 2.185 -0.523 -1.344 0.01 -0.11 -0.13
H 5.079 7.149 4.830 0.00 0.00 0.00
H -5.328 -2.227 -3.971 0.00 0.00 0.00
```
Positions in Å, forces in eV/Å.

The multiplicity is 1. Its HOMO energy is -10.1 eV. The gap between HOMO and LUMO is 6.44 eV. The strongest force on any atom is 2.8 eV/A. The charge is +1.

***

Entry 3:
Here is an isolated ion of composition CH3N5O and charge +2 from the OMol25 dataset. Energies are from ωB97M-V with the def2-TZVPD basis set.

```
10
Properties=species:S:1:pos:R:3:forces:R:3
O -4.099 -0.975 0.002 0.87 0.42 -0.01
N 1.545 -0.662 -0.019 1.51 -0.85 -0.02
N -0.599 0.479 -0.046 2.91 -3.39 -0.13
N -3.023 -0.707 -0.012 -1.39 -2.23 -0.01
N -2.717 1.003 0.004 -0.15 0.22 0.02
N -1.533 1.283 -0.009 -1.59 3.56 0.10
C 0.427 -0.122 -0.041 -2.08 1.69 0.09
H -3.413 1.766 0.036 0.41 0.35 -0.01
H 1.673 -1.686 -0.010 -0.19 0.25 -0.02
H 2.418 -0.109 -0.017 -0.31 0.00 0.00
```
Positions in Å, forces in eV/Å.

The multiplicity is 1. Its HOMO energy is -20.5 eV. The calculation puts the energy above the lowest of the compared OMol25 structures with the same formula, charge and spin at 0.553 eV. The gap between HOMO and LUMO is 8.87 eV. The strongest force on any atom is 4.5 eV/A. Its SMILES is [NH2+]=C=[N+]=NNN=O. The charge is +2.

***

Entry 4:
Here is C4H8Br4ClNi as an isolated structure from the OMol25 dataset. Energies are from ωB97M-V with the def2-TZVPD basis set.

```
18
Properties=species:S:1:pos:R:3:forces:R:3
Br -11.083 4.049 -13.097 -0.72 0.70 -1.18
Br -11.787 7.137 -14.622 -0.62 -1.57 0.19
Br -17.838 -0.500 -15.485 -0.06 0.25 -0.20
Br -14.792 -1.127 -13.765 -0.29 0.99 -0.62
Ni -13.711 3.223 -19.448 -0.77 0.02 1.55
Cl -14.706 3.283 -17.230 0.98 0.08 -1.44
C -16.083 0.029 -16.156 0.06 -0.83 0.29
C -15.203 0.424 -14.955 0.16 0.00 -0.65
C -12.072 4.242 -14.868 0.15 0.88 -0.22
C -12.957 5.509 -14.847 0.61 -1.07 0.44
H -15.760 -0.858 -16.701 0.42 -0.09 0.50
H -14.238 0.827 -15.260 0.07 -0.41 -0.30
H -15.646 1.247 -14.395 -0.34 -0.50 0.29
H -13.547 5.559 -15.762 0.35 0.27 -0.28
H -12.605 3.315 -15.080 -0.38 0.00 0.54
H -11.281 4.268 -15.617 0.11 0.31 0.26
H -13.678 5.460 -14.031 0.31 0.37 0.15
H -16.205 0.753 -16.962 -0.03 0.60 0.69
```
Positions in Å, forces in eV/Å.

The multiplicity is 3. Its HOMO energy (spin up / spin down) is -11.8 / -11.7 eV. The expectation value of S² is 2.01. The calculation puts the energy above the lowest of the compared OMol25 structures with the same formula, charge and spin at 1.385 eV. The gap between HOMO and LUMO (spin up / spin down) is 7.13 / 1.87 eV. The strongest force on any atom is 1.7 eV/A. The charge is +1.

***

Electronic energy across the listed records, respectively: -4189.92626; -9787.32116; -387.98877; -12421.34256 Ha.